# 1
Formula: C5H11NO2
Source: the OMol25 dataset
Level of theory: the ωB97M-V functional and the def2-TZVPD basis

Last column: Mulliken charge in e.
CARTESIAN COORDINATES (ANGSTROEM)
C1 0.6978 0.0390 -0.1342  0.6133
C2 -0.4255 0.2628 1.2453  -0.6025
C3 2.0370 -0.2958 0.5263  -1.7084
C4 0.7346 1.3821 -0.8457  -1.3678
C5 -1.8659 -0.3696 -0.3318  0.5815
N1 -2.0750 -1.6039 -0.8671  -0.4512
O1 -1.3748 -0.6909 1.1933  -0.5029
O2 -2.4142 0.6573 -0.5655  -0.4594
H1 0.5378 -0.7187 -0.9063  0.3189
H2 -3.0464 -1.7791 -1.0836  0.2660
H3 -1.6176 -2.3639 -0.3866  0.2725
H4 0.1755 0.1748 2.1575  0.4483
H5 -0.8171 1.2750 1.0962  0.3405
H6 2.8335 -0.3748 -0.2150  0.4176
H7 0.7899 2.2112 -0.1388  0.3258
H8 2.3045 0.4844 1.2400  0.3835
H9 1.9792 -1.2393 1.0706  0.3891
H10 1.6181 1.4671 -1.4825  0.4224
H11 -0.0713 1.4822 -1.5722  0.3129

Output
Relative energy (zero: lowest compared OMol25 entry of this formula, charge and spin) (kJ/mol): 253.8
LUMO energy (eV): 0.536
Kohn-Sham gap (Ha): 0.356
Highest occupied orbital energy (eV): -9.16



# 2
Formula: C4H4S
Source: the OMol25 dataset
Level of theory: the ωB97M-V functional and the def2-TZVPD basis

Last column: Mulliken charge in e.
CARTESIAN COORDINATES (ANGSTROEM)
C1 0.2069 1.0846 1.0104  -0.1261
C2 0.0556 0.1553 0.0043  0.3765
C3 1.3454 0.3977 0.5582  -0.1958
C4 -0.8773 -0.6593 -0.7724  -0.8542
S1 2.9039 0.0089 0.6474  -0.4038
H1 -0.3405 1.7738 1.6082  0.3615
H2 -0.7057 -0.4692 -1.8327  0.2733
H3 -1.8208 -0.4243 -0.3730  0.2974
H4 -0.7675 -1.8676 -0.8504  0.2713

Output
Relative energy (zero: lowest compared OMol25 entry of this formula, charge and spin) (kJ/mol): 256.8
LUMO energy (eV): 0.569
Kohn-Sham gap (Ha): 0.313
Highest occupied orbital energy (eV): -7.94